[1]
Density functional theory data (ωB97M-V/def2-TZVPD) for an isolated molecule of C4H13N3.

CARTESIAN COORDINATES (ANGSTROEM)
N1 2.274 0.407 -1.112
C1 2.023 0.366 0.365
C2 0.770 -0.409 0.780
C3 -0.473 0.218 0.089
N2 -1.050 1.278 0.921
C4 -1.511 -0.971 -0.138
N3 -2.290 -0.696 -1.306
H1 2.420 -0.461 -1.651
H2 2.979 1.107 -1.465
H3 2.024 1.379 0.787
H4 2.986 -0.149 0.628
H5 0.944 -1.436 0.518
H6 0.679 -0.222 1.861
H7 -0.077 0.526 -0.816
H8 -2.138 1.401 0.908
H9 -0.950 1.595 2.012
H10 -0.992 -1.896 -0.505
H11 -1.978 -1.181 0.885
H12 -2.423 0.338 -1.565
H13 -3.218 -1.193 -1.196

HOMO energy = -8.37 eV
largest force on an atom = 5.271 eV Å⁻¹
LUMO energy = 1.11 eV
calculated total energy = -324.3792 hartree
SMILES string = NCC[C@H](N)CN
energy above the lowest of the compared OMol25 structures with the same formula, charge and spin = 2.6052 eV
orbital gap = 9.48 eV

Results of the Mulliken charge analysis, in e, for atoms 1 through 6: number 1, N, carries -0.547; number 2, C, carries -0.557; number 3, C, carries -0.917; number 4, C, carries 0.079; number 5, N, carries -0.579; number 6, C, carries -0.557

---

[2]
Density functional theory data (ωB97M-V/def2-TZVPD) for a cluster of 2 separate species, C4H13N3 in total.

CARTESIAN COORDINATES (ANGSTROEM)
N1 -2.724 1.415 0.191
C1 -1.930 0.499 0.926
C2 -1.415 -0.657 0.372
N2 -1.727 -1.032 -0.956
H1 -3.476 0.991 -0.341
H2 -3.154 2.158 0.731
H3 -2.135 0.500 1.989
H4 -1.217 -1.461 1.075
H5 -2.013 -0.231 -1.506
H6 -0.901 -1.411 -1.411
C3 3.036 0.386 0.194
C4 1.618 0.342 -0.356
N3 0.879 -1.078 -0.253
H7 3.497 1.359 0.016
H8 3.674 -0.368 -0.268
H9 3.017 0.194 1.266
H10 0.970 1.085 0.107
H11 1.629 0.541 -1.430
H12 1.212 -1.726 -0.971
H13 1.161 -1.506 0.625

HOMO energy = -7.15 eV
largest force on an atom = 3.604 eV Å⁻¹
LUMO energy = 1.08 eV
calculated total energy = -324.4000 hartree
SMILES string = N/C=C\N.CCN
energy above the lowest of the compared OMol25 structures with the same formula, charge and spin = 2.0395 eV
orbital gap = 8.23 eV

Results of the Mulliken charge analysis, in e, for atoms 1 through 6: number 1, N, carries -0.603; number 2, C, carries -0.387; number 3, C, carries 0.199; number 4, N, carries -0.658; number 5, H, carries 0.190; number 6, H, carries 0.236

---

Q: What is the largest force on an atom in the first record?
A: 5.271 eV Å⁻¹